Record 1
20
Properties=species:S:1:pos:R:3:forces:R:3 method="wB97M-V/def2-TZVPD" energy_ha=-440.3160 homo_ev=-8.30 gap_ev=8.9435 de_lowest_kcal_mol=107.5
H -2.0044 -1.6126 -1.6434 0.07 0.03 0.05
C -0.2910 1.1911 1.7178 0.23 0.23 -0.15
H -0.8437 1.6375 -0.2045 -0.02 -0.27 -0.23
H -1.2661 -0.0340 -2.0176 -0.01 -0.01 0.00
C 1.1777 -0.1011 -0.3527 -1.26 2.45 0.32
O -1.5073 -1.4333 0.9723 0.03 1.04 0.23
H -1.2367 1.0131 2.2345 0.02 -0.15 -0.12
H -0.0373 2.2473 1.8312 0.14 -0.08 0.10
N -0.3979 0.8700 0.2940 1.44 -1.94 -0.32
H 3.1846 0.1062 -0.8464 -0.11 0.09 0.02
C 0.5171 -1.2013 -0.2877 -2.05 -0.69 1.93
C -1.0171 -0.7222 0.0516 1.38 -1.55 -1.29
H -0.0303 -2.8204 0.3879 0.01 0.22 -0.04
C -1.7982 -0.6124 -1.2610 -0.19 0.38 0.30
H 0.4821 0.5708 2.1732 -0.11 0.05 0.02
H -2.7543 -0.1339 -1.0344 -0.03 -0.02 -0.10
O 0.7882 -2.4905 -0.0483 0.07 0.28 -0.75
C 2.3209 0.7521 -0.6437 0.33 0.09 0.04
H 2.5668 1.3989 0.2024 0.02 -0.06 -0.06
H 2.1469 1.3748 -1.5253 0.05 -0.06 0.05

Record 2
20
Properties=species:S:1:pos:R:3:forces:R:3 method="wB97M-V/def2-TZVPD" energy_ha=-440.2809 homo_ev="-7.30 / -7.70" gap_ev="6.6288 / 7.2403" de_lowest_kcal_mol=129.5
N 2.0238 0.1876 0.5966 0.04 0.00 0.01
H -0.6206 0.9347 -2.4419 -0.13 0.02 0.12
O 2.4372 -1.3862 -0.9920 -0.23 0.20 0.10
C 0.2700 -0.3993 -0.9899 0.31 0.82 -0.63
C -1.3349 1.5982 0.5942 0.16 0.03 -0.99
H 2.9142 -0.0065 1.0273 -0.03 0.01 -0.07
C -0.5880 -1.9631 1.0804 0.12 0.20 -0.13
C -0.9142 -0.8406 0.3940 -0.48 0.66 1.08
H 0.6934 1.6853 -1.4173 -0.07 0.05 0.13
H 0.0173 -1.2233 -1.6453 -0.16 -0.03 0.14
H -1.2539 -2.8130 1.0715 0.04 -0.03 -0.17
H -1.8917 -0.8007 -0.0808 0.08 0.07 -0.10
H 0.3565 -2.0632 1.5960 -0.02 0.04 0.13
H 1.2895 0.5794 1.1703 0.00 -0.06 -0.06
H -0.8759 2.5542 0.8456 -0.05 -0.05 0.14
H -2.4321 1.6093 0.5742 0.09 0.00 0.00
O -0.7802 0.5574 1.2204 0.35 -1.09 -0.50
C -0.0261 0.8839 -1.5364 0.54 -0.84 0.02
C 1.6774 -0.5965 -0.4630 -0.07 -0.12 0.15
H -0.9619 1.5026 -0.6038 -0.49 0.12 0.65

Please write out number 2 again, unchanged.
20
Properties=species:S:1:pos:R:3:forces:R:3 method="wB97M-V/def2-TZVPD" energy_ha=-440.2809 homo_ev="-7.30 / -7.70" gap_ev="6.6288 / 7.2403" de_lowest_kcal_mol=129.5
N 2.0238 0.1876 0.5966 0.04 0.00 0.01
H -0.6206 0.9347 -2.4419 -0.13 0.02 0.12
O 2.4372 -1.3862 -0.9920 -0.23 0.20 0.10
C 0.2700 -0.3993 -0.9899 0.31 0.82 -0.63
C -1.3349 1.5982 0.5942 0.16 0.03 -0.99
H 2.9142 -0.0065 1.0273 -0.03 0.01 -0.07
C -0.5880 -1.9631 1.0804 0.12 0.20 -0.13
C -0.9142 -0.8406 0.3940 -0.48 0.66 1.08
H 0.6934 1.6853 -1.4173 -0.07 0.05 0.13
H 0.0173 -1.2233 -1.6453 -0.16 -0.03 0.14
H -1.2539 -2.8130 1.0715 0.04 -0.03 -0.17
H -1.8917 -0.8007 -0.0808 0.08 0.07 -0.10
H 0.3565 -2.0632 1.5960 -0.02 0.04 0.13
H 1.2895 0.5794 1.1703 0.00 -0.06 -0.06
H -0.8759 2.5542 0.8456 -0.05 -0.05 0.14
H -2.4321 1.6093 0.5742 0.09 0.00 0.00
O -0.7802 0.5574 1.2204 0.35 -1.09 -0.50
C -0.0261 0.8839 -1.5364 0.54 -0.84 0.02
C 1.6774 -0.5965 -0.4630 -0.07 -0.12 0.15
H -0.9619 1.5026 -0.6038 -0.49 0.12 0.65

Please write out number 1 again, unchanged.
20
Properties=species:S:1:pos:R:3:forces:R:3 method="wB97M-V/def2-TZVPD" energy_ha=-440.3160 homo_ev=-8.30 gap_ev=8.9435 de_lowest_kcal_mol=107.5
H -2.0044 -1.6126 -1.6434 0.07 0.03 0.05
C -0.2910 1.1911 1.7178 0.23 0.23 -0.15
H -0.8437 1.6375 -0.2045 -0.02 -0.27 -0.23
H -1.2661 -0.0340 -2.0176 -0.01 -0.01 0.00
C 1.1777 -0.1011 -0.3527 -1.26 2.45 0.32
O -1.5073 -1.4333 0.9723 0.03 1.04 0.23
H -1.2367 1.0131 2.2345 0.02 -0.15 -0.12
H -0.0373 2.2473 1.8312 0.14 -0.08 0.10
N -0.3979 0.8700 0.2940 1.44 -1.94 -0.32
H 3.1846 0.1062 -0.8464 -0.11 0.09 0.02
C 0.5171 -1.2013 -0.2877 -2.05 -0.69 1.93
C -1.0171 -0.7222 0.0516 1.38 -1.55 -1.29
H -0.0303 -2.8204 0.3879 0.01 0.22 -0.04
C -1.7982 -0.6124 -1.2610 -0.19 0.38 0.30
H 0.4821 0.5708 2.1732 -0.11 0.05 0.02
H -2.7543 -0.1339 -1.0344 -0.03 -0.02 -0.10
O 0.7882 -2.4905 -0.0483 0.07 0.28 -0.75
C 2.3209 0.7521 -0.6437 0.33 0.09 0.04
H 2.5668 1.3989 0.2024 0.02 -0.06 -0.06
H 2.1469 1.3748 -1.5253 0.05 -0.06 0.05